Below is a 12-piece molecular cluster, C56H138Cl2O37P4 overall, with properties calculated with the ωB97M-V functional and the def2-TZVPD basis.

For the LUMO energy, the calculation gives 0.17 eV. Its strongest force on any atom is 5.4 eV/Å. The calculation puts the energy at -7285.81242 hartree. The calculation puts the relative energy (zero: lowest compared OMol25 entry of this formula, charge and spin) at 0.0 kcal per mole.

Last column: Mulliken charge in e.
Cartesian coordinates (Å):
1 Cl 2.94 0.14 -12.82  -0.172
2 Cl 1.32 -1.96 -14.94  -0.173
3 P -7.44 11.79 6.43  1.048
4 P -9.53 5.51 0.76  0.996
5 P 8.63 11.68 1.22  1.033
6 P 2.32 7.64 -6.20  0.920
7 O -3.47 7.12 11.28  -0.245
8 O 3.65 8.34 -6.02  -0.692
9 O -8.32 10.77 7.45  -0.357
10 O 1.07 8.06 -5.29  -0.199
11 O 0.75 1.37 -2.47  -0.258
12 O -1.02 -14.61 -0.83  -0.232
13 O -7.74 -7.40 -2.79  -0.402
14 O -4.26 -1.84 4.85  -0.399
15 O 8.58 -10.50 -4.72  -0.296
16 O 8.28 10.12 0.93  -0.350
17 O 8.70 -0.40 -1.27  -0.296
18 O 0.85 -3.40 2.85  -0.408
19 O 6.68 -11.83 -6.45  -0.280
20 O 8.32 0.44 1.46  -0.270
21 O -8.38 11.69 5.11  -0.282
22 O -7.18 13.16 6.94  -0.687
23 O -9.77 6.40 -0.58  -0.259
24 O 0.82 -12.37 -0.83  -0.310
25 O -10.73 5.09 1.50  -0.696
26 O -1.86 -1.47 3.08  -0.423
27 O 8.62 12.30 -0.30  -0.290
28 O 9.61 2.22 4.50  -0.301
29 O -2.75 9.38 12.91  -0.307
30 O -2.03 -17.24 0.26  -0.395
31 O -8.68 4.21 0.27  -0.324
32 O -10.35 -6.29 -0.42  -0.357
33 O 7.26 12.24 1.93  -0.298
34 O -6.12 10.87 6.12  -0.227
35 O 5.12 -14.10 -6.83  -0.306
36 O 2.46 6.03 -6.05  -0.180
37 O 0.10 4.28 -0.53  -0.328
38 O -1.60 5.18 9.73  -0.316
39 O -6.33 -4.89 -2.78  -0.351
40 O 1.41 -1.49 -3.46  -0.220
41 O -8.44 6.40 1.61  -0.238
42 O 1.73 7.73 -7.71  -0.299
43 O 9.89 11.88 2.07  -0.678
44 C 7.36 13.61 2.40  -0.648
45 C -0.05 -2.93 1.89  -0.742
46 C -8.97 -6.40 -0.82  -0.101
47 C 2.83 0.30 -14.54  -0.437
48 C 7.41 -0.34 -0.54  -0.575
49 C -2.61 -15.91 0.10  -0.655
50 C -3.63 5.70 11.11  -0.645
51 C 4.29 -15.32 -6.73  -0.776
52 C -1.12 4.40 8.56  -0.750
53 C 3.56 5.37 -6.73  -0.684
54 C -7.07 6.53 1.15  -0.597
55 C -7.25 -4.54 -3.78  -0.706
56 C -8.68 -7.60 -1.72  -0.641
57 C 0.07 0.67 -3.57  -0.583
58 C 2.09 -2.50 -4.16  -0.770
59 C 2.03 -11.77 -0.37  -0.789
60 C -6.38 -7.27 -2.33  -0.525
61 C -5.65 -6.11 -2.97  -0.487
62 C 6.49 -14.23 -6.42  -0.708
63 C -0.32 -14.12 -1.97  -0.708
64 C 9.53 1.12 3.56  -0.397
65 C -3.13 -0.97 2.80  -0.569
66 C 10.52 1.96 5.47  -0.760
67 C 9.73 -9.98 -3.99  -0.718
68 C -1.55 -2.67 2.33  -0.330
69 C 0.86 -0.46 -4.35  -0.643
70 C -4.92 10.99 6.85  -0.729
71 C -0.06 2.44 -2.03  -0.348
72 C 1.02 -13.48 -1.64  -0.487
73 C 7.43 0.82 0.43  -0.487
74 C 8.58 1.57 2.34  -0.586
75 C 0.55 7.10 -8.03  -0.646
76 C -3.02 5.13 9.82  -0.534
77 C 8.76 -10.57 -6.13  -0.542
78 C -3.24 -2.56 5.55  -0.492
79 C 8.87 -1.39 -2.24  -0.700
80 C -10.67 -5.11 0.33  -0.705
81 C 7.29 9.69 -0.03  -0.649
82 C 0.74 3.06 -0.95  -0.356
83 C 0.51 9.36 -5.34  -0.785
84 C -0.66 -17.37 0.58  -0.556
85 C 7.31 -13.04 -6.81  -0.234
86 C 0.80 4.91 0.51  -0.714
87 C -10.74 7.40 -0.57  -0.683
88 C -9.37 3.20 -0.48  -0.670
89 C -8.60 9.45 7.20  -0.585
90 C -4.23 -1.88 3.43  -0.445
91 C 9.55 11.82 -1.23  -0.704
92 C -2.29 10.68 12.71  -0.738
93 C -4.23 7.66 12.30  -0.553
94 C -4.12 9.13 12.64  -0.507
95 C 7.44 -10.67 -6.87  -0.590
96 C 1.00 -2.50 3.96  -0.610
97 C -7.83 12.13 3.90  -0.619
98 C 2.76 -1.04 -15.32  -0.400
99 C -2.25 -15.17 -1.15  -0.444
100 H -11.25 7.22 -1.52  0.229
101 H -2.12 -15.96 -1.89  0.327
102 H 4.81 -16.14 -7.24  0.303
103 H -5.03 11.38 7.86  0.342
104 H 1.44 -3.03 -4.86  0.300
105 H -3.33 5.14 11.99  0.403
106 H -6.76 12.36 3.94  0.323
107 H -4.67 5.40 11.02  0.362
108 H -3.38 4.11 9.66  0.401
109 H -6.04 -8.24 -2.68  0.378
110 H -0.38 -16.74 1.43  0.281
111 H 9.84 12.59 -1.95  0.284
112 H -7.99 11.29 3.22  0.223
113 H -10.08 -5.06 1.24  0.294
114 H 7.18 -1.30 -0.08  0.363
115 H -4.62 9.96 7.06  0.261
116 H 9.16 0.22 4.05  0.340
117 H -8.72 2.83 -1.28  0.265
118 H -3.68 -16.10 0.26  0.328
119 H -0.89 0.23 -3.29  0.332
120 H 0.01 -17.06 -0.22  0.194
121 H -0.46 -18.43 0.74  0.254
122 H -2.32 -15.43 1.03  0.348
123 H 6.83 10.60 -0.42  0.349
124 H 0.22 -0.89 -5.11  0.402
125 H 2.62 -0.72 -16.35  0.248
126 H 9.43 -11.35 -6.50  0.343
127 H -10.35 3.51 -0.83  0.297
128 H -0.20 1.37 -4.37  0.362
129 H 6.61 -0.17 -1.26  0.397
130 H 4.32 5.58 -5.97  0.292
131 H -4.68 -6.09 -2.49  0.362
132 H 7.85 13.64 3.38  0.283
133 H 6.88 -15.17 -6.84  0.390
134 H -3.46 -3.59 5.27  0.281
135 H -1.25 10.80 13.01  0.249
136 H 10.42 11.30 -0.83  0.347
137 H -3.07 0.00 3.28  0.322
138 H 0.57 6.77 -9.07  0.299
139 H 7.67 -10.72 -7.93  0.365
140 H 2.91 -2.11 -4.76  0.314
141 H 0.94 4.18 1.31  0.318
142 H -2.92 -14.44 -1.61  0.461
143 H 9.97 -8.97 -4.34  0.296
144 H -7.50 -3.49 -3.72  0.237
145 H -1.51 3.38 8.55  0.299
146 H 8.24 -13.30 -6.30  0.236
147 H -1.05 2.15 -1.68  0.272
148 H -0.04 4.35 8.42  0.292
149 H 10.50 1.02 3.09  0.294
150 H 1.55 -13.24 -2.56  0.409
151 H -8.30 -8.43 -1.13  0.340
152 H -6.97 6.73 0.09  0.294
153 H -1.44 4.82 7.60  0.312
154 H 2.07 -2.38 4.14  0.287
155 H -0.47 9.48 -5.80  0.268
156 H 6.81 -9.79 -6.75  0.324
157 H -2.21 -2.35 5.26  0.133
158 H 0.44 6.11 -7.58  0.277
159 H 2.84 -11.63 -1.08  0.305
160 H -10.59 -4.20 -0.27  0.281
161 H 1.24 10.10 -5.66  0.364
162 H 9.02 2.43 1.84  0.309
163 H -9.65 9.37 6.91  0.236
164 H 9.01 11.10 -1.84  0.255
165 H -6.81 -4.48 -4.78  0.334
166 H -4.23 -2.88 2.98  0.330
167 H 10.39 2.64 6.32  0.276
168 H 9.51 -9.96 -2.92  0.228
169 H -11.43 7.47 0.27  0.347
170 H -2.10 -2.62 1.39  0.479
171 H 10.54 -10.66 -4.21  0.309
172 H 1.90 -10.77 0.06  0.261
173 H -0.10 -3.78 1.21  0.344
174 H 6.42 0.91 0.85  0.367
175 H 6.66 8.94 0.43  0.252
176 H 1.74 3.29 -1.32  0.269
177 H 4.18 -15.60 -5.68  0.299
178 H 3.68 0.87 -14.92  0.300
179 H -5.51 -6.39 -4.02  0.313
180 H -6.23 -7.32 -1.25  0.356
181 H -5.19 -1.47 3.11  0.380
182 H -6.63 5.58 1.46  0.266
183 H -6.46 7.28 1.65  0.251
184 H 0.44 9.68 -4.30  0.295
185 H -8.47 12.96 3.59  0.248
186 H 3.80 5.79 -7.71  0.294
187 H -7.98 8.99 6.44  0.293
188 H 0.76 2.44 -0.05  0.282
189 H 3.61 -1.72 -15.23  0.330
190 H -0.21 -14.76 -2.85  0.417
191 H -3.44 5.70 8.99  0.295
192 H -0.98 -13.33 -2.34  0.367
193 H 7.50 -13.10 -7.88  0.284
194 H -8.37 -6.49 0.08  0.268
195 H 1.68 5.48 0.21  0.268
196 H -4.16 11.51 6.26  0.255
197 H 0.12 5.69 0.85  0.242
198 H 8.54 -2.31 -1.76  0.310
199 H 7.92 14.25 1.73  0.296
200 H -11.68 -5.24 0.72  0.267
201 H -10.16 8.31 -0.53  0.252
202 H 1.56 -14.27 -1.11  0.304
203 H 7.63 1.96 2.70  0.321
204 H 9.94 -1.47 -2.45  0.231
205 H -3.39 -0.83 1.75  0.400
206 H 3.45 4.29 -6.81  0.249
207 H 3.34 -15.31 -7.28  0.277
208 H -4.56 9.68 11.81  0.359
209 H 10.46 0.99 5.95  0.301
210 H 0.61 -1.51 3.74  0.252
211 H -5.28 7.42 12.15  0.414
212 H -9.63 2.35 0.15  0.270
213 H 1.97 0.94 -14.72  0.303
214 H 7.66 9.15 -0.91  0.261
215 H -9.59 -7.94 -2.21  0.362
216 H -8.65 -5.51 -1.37  0.215
217 H -0.19 3.17 -2.83  0.260
218 H 9.28 -9.67 -6.47  0.466
219 H -4.58 9.33 13.61  0.331
220 H -8.10 -5.22 -3.83  0.269
221 H -2.84 11.44 13.27  0.302
222 H 1.67 -0.04 -4.94  0.357
223 H -1.89 -3.47 2.99  0.277
224 H -2.32 10.94 11.65  0.284
225 H 6.37 13.99 2.65  0.255
226 H 8.37 -1.24 -3.20  0.255
227 H 0.31 -2.05 1.37  0.412
228 H -8.39 8.97 8.15  0.258
229 H 7.71 1.72 -0.10  0.310
230 H 11.54 2.17 5.15  0.298
231 H 0.57 -2.84 4.90  0.230
232 H 2.43 -12.42 0.42  0.320
233 H -0.33 7.71 -7.86  0.226
234 H -3.99 7.20 13.26  0.293
235 H -3.35 -2.49 6.63  0.290
236 H 6.54 -14.38 -5.34  0.328
237 H 2.55 -3.18 -3.44  0.242

Below is a 14-piece molecular cluster, C56H154N14O14 overall, with properties calculated with the ωB97M-V functional and the def2-TZVPD basis.

For the LUMO energy (spin up / spin down), the calculation gives -2.78 / -8.61 eV. Its strongest force on any atom is 3.6 eV/Å. The net charge is +1. The spin multiplicity is 2. The calculation puts the energy at -4045.16632 hartree. The calculation puts the relative energy (zero: lowest compared OMol25 entry of this formula, charge and spin) at 52.1 kcal per mole. Its expectation value of S² is 0.757.

Last column: Mulliken charge in e.
Cartesian coordinates (Å):
1 O -4.95 -1.21 -4.18  -0.201
2 O 4.48 2.77 -2.27  -0.422
3 O 2.93 7.59 -0.95  -0.273
4 O -2.22 6.93 2.65  -0.397
5 O -0.26 -1.69 -0.43  0.725
6 O 3.51 4.35 4.40  -0.410
7 O -0.29 -2.36 -7.41  -0.421
8 O -2.44 -8.46 1.29  -0.407
9 O -2.90 -5.00 -2.84  -0.025
10 O -0.48 5.84 -5.24  -0.344
11 O 4.72 -1.54 0.43  -0.395
12 O 1.07 -9.69 -2.29  -0.311
13 O 1.80 -0.04 4.22  0.231
14 O -6.02 0.98 3.68  -0.339
15 N 5.49 6.40 -2.27  -0.795
16 N 5.40 -4.30 0.62  -0.703
17 N -5.46 -7.65 -3.21  -0.766
18 N 4.08 -0.05 5.97  -0.678
19 N -1.00 -6.23 2.08  -0.750
20 N 2.46 -2.70 -6.98  -0.788
21 N -0.33 4.43 -1.71  -0.523
22 N 6.18 5.99 6.38  -0.672
23 N -0.14 7.32 0.76  -0.294
24 N -4.72 4.20 3.74  -0.675
25 N -0.99 0.31 1.61  0.123
26 N 1.94 -6.79 0.00  -0.044
27 N -4.39 0.94 1.09  -0.074
28 N -5.03 1.40 -1.62  -0.692
29 C -0.60 3.17 -3.81  -1.572
30 C 4.64 -0.15 0.59  -0.391
31 C -4.12 -7.03 -2.97  2.015
32 C -2.81 -3.62 -2.81  -0.796
33 C -0.18 0.55 0.46  1.502
34 C -3.13 0.11 -2.25  -0.374
35 C 1.26 7.30 0.68  0.849
36 C 2.66 0.15 7.90  -1.615
37 C -2.35 -5.98 1.67  0.243
38 C 0.18 -2.70 -6.05  -0.345
39 C 1.53 -3.42 -6.06  0.390
40 C -4.16 -5.52 -3.28  -1.007
41 C -4.60 -1.46 1.16  -1.000
42 C 4.16 -3.75 1.17  1.033
43 C 4.91 4.82 4.59  -0.666
44 C 2.76 -0.28 6.42  0.670
45 C -5.24 -0.13 3.21  -0.787
46 C 5.74 5.03 -0.38  -1.138
47 C 4.07 7.15 5.72  -1.450
48 C -2.57 3.87 2.67  -0.793
49 C -1.46 7.25 3.82  -0.745
50 C -6.16 1.04 5.09  -0.869
51 C 0.64 1.80 0.83  -0.238
52 C -3.42 6.18 3.01  -1.092
53 C 3.33 3.73 3.15  0.056
54 C 4.27 4.16 -2.37  -0.161
55 C 5.52 4.96 -1.88  0.211
56 C 3.70 8.65 -0.36  -0.806
57 C -1.01 6.97 -5.96  -0.773
58 C -3.10 -7.76 -3.82  -1.539
59 C 2.22 -3.41 -4.71  -0.914
60 C -2.82 -7.19 0.76  -0.429
61 C 0.01 -10.34 -1.63  -0.313
62 C 0.64 -0.63 -0.06  -0.513
63 C 1.88 -8.90 -1.44  -1.050
64 C 3.34 1.97 -2.57  -0.377
65 C -3.13 -9.52 0.70  -0.615
66 C 1.13 -1.30 4.05  -0.781
67 C -1.35 -1.40 -7.44  -0.624
68 C 1.24 -7.54 -1.07  1.604
69 C 1.80 0.52 5.54  -0.892
70 C 4.88 5.78 5.78  0.560
71 C 1.60 7.66 -0.75  -0.492
72 C -4.52 0.58 -2.72  0.271
73 C -0.10 4.50 -3.15  1.188
74 C -5.77 -2.31 -4.58  -0.893
75 C -3.37 4.77 3.63  0.465
76 C -0.77 5.79 -3.86  -0.775
77 C -5.20 -0.17 1.63  0.262
78 C -5.52 -0.49 -3.09  -0.728
79 C 1.64 5.88 1.05  0.198
80 C 0.41 -2.93 -0.60  0.015
81 C 0.89 -6.58 -2.21  -1.035
82 C -2.35 -4.72 0.77  -0.747
83 C 3.79 -4.62 2.35  -1.392
84 C 4.47 -2.28 1.62  -0.339
85 H -0.28 -3.72 -0.89  -0.951
86 H -0.81 6.91 -7.03  0.264
87 H 3.47 4.55 2.46  -0.088
88 H -0.50 6.69 -3.32  0.439
89 H -3.01 3.87 1.67  0.274
90 H 2.40 -9.40 -0.62  0.449
91 H -1.57 4.29 2.55  0.004
92 H 4.59 8.03 5.35  0.356
93 H 2.34 3.27 3.06  -0.151
94 H -0.60 8.22 0.75  0.308
95 H -3.00 -8.81 -3.53  0.394
96 H 4.73 0.43 -0.33  0.199
97 H -3.23 -10.29 1.47  0.296
98 H -4.03 6.87 3.59  0.471
99 H 6.76 5.39 -0.25  0.397
100 H 1.39 -4.43 -6.44  0.333
101 H 6.86 6.23 5.67  0.248
102 H 0.04 5.26 -1.26  0.061
103 H -0.78 -9.60 -1.46  -0.114
104 H -5.59 -7.79 -4.20  0.306
105 H -3.01 4.79 4.65  0.251
106 H 2.39 -2.37 -4.43  0.320
107 H -6.50 -0.07 -3.33  0.470
108 H -4.55 3.21 3.65  0.082
109 H -5.28 -2.31 1.28  0.581
110 H 1.80 -7.00 0.98  0.390
111 H 2.55 -1.34 6.35  0.238
112 H 3.38 9.63 -0.72  0.365
113 H 1.43 -2.23 4.54  0.385
114 H 4.34 0.86 6.33  0.312
115 H -3.49 -3.22 -2.05  0.368
116 H -2.09 6.94 -5.86  0.320
117 H 3.69 0.08 1.08  -0.028
118 H -1.96 8.08 4.31  0.358
119 H -5.53 -8.58 -2.82  0.279
120 H -0.58 -3.26 -5.50  0.164
121 H -1.16 -7.13 2.51  0.414
122 H -1.17 -0.67 1.76  -0.019
123 H 2.55 1.23 7.88  0.349
124 H -4.69 1.86 1.38  0.272
125 H 1.35 5.77 2.09  0.607
126 H -2.18 -4.98 -0.28  -0.141
127 H -6.12 -2.90 -3.73  0.361
128 H 3.99 7.41 6.78  0.401
129 H 4.22 4.42 -3.42  0.303
130 H 5.19 6.47 -3.23  0.293
131 H -2.60 -9.87 -0.18  0.073
132 H -4.98 -5.12 -2.69  0.306
133 H -4.04 6.19 2.11  0.350
134 H -2.10 -7.36 -4.03  0.167
135 H -5.28 -2.95 -5.32  0.162
136 H 0.12 3.64 -1.28  0.090
137 H 0.98 4.60 -3.29  -0.144
138 H -6.03 1.56 -1.68  0.307
139 H -5.58 -1.21 -2.27  0.202
140 H -3.05 -5.68 2.46  0.359
141 H -0.34 -11.06 -2.37  0.359
142 H -6.91 1.80 5.29  0.266
143 H -4.45 -1.45 0.08  -0.059
144 H 0.24 -7.83 -0.78  -0.905
145 H -3.47 0.94 1.51  -0.491
146 H -1.67 -3.92 1.04  0.265
147 H -1.86 5.67 -3.90  0.407
148 H 1.04 2.06 -0.15  -0.864
149 H 0.75 0.62 5.83  0.371
150 H 2.04 1.58 5.45  0.172
151 H -3.62 -1.61 1.61  0.145
152 H 2.67 -1.78 -6.61  0.264
153 H 4.71 8.51 -0.72  0.338
154 H -5.74 -1.00 3.63  0.534
155 H 3.49 -0.26 8.48  0.384
156 H 5.55 3.97 4.82  0.307
157 H -2.19 -1.80 -6.87  0.182
158 H 1.36 -0.77 0.74  -0.533
159 H 2.69 1.97 -1.70  -0.137
160 H 1.08 -2.86 -1.45  0.449
161 H 1.04 -1.56 2.99  -0.133
162 H 4.97 5.57 0.15  0.061
163 H -3.04 -0.47 -1.33  0.128
164 H 3.06 7.16 5.33  0.332
165 H 3.71 -5.64 1.97  0.283
166 H -2.42 0.93 -2.39  -0.241
167 H -6.62 -1.84 -5.07  0.431
168 H 1.47 1.55 1.48  0.154
169 H -6.19 0.11 1.27  0.520
170 H -0.47 0.65 2.40  0.051
171 H -0.50 7.65 3.50  0.289
172 H -4.89 0.90 -0.76  0.262
173 H -2.40 2.84 2.97  0.419
174 H 1.12 -0.36 -1.00  0.492
175 H 5.36 -5.31 0.51  0.229
176 H 1.04 5.18 0.46  -0.328
177 H 0.52 -5.65 -1.79  -0.125
178 H 5.76 3.97 -0.13  0.301
179 H 3.68 -1.95 2.29  -0.103
180 H -3.02 -3.21 -3.80  0.483
181 H -1.37 6.44 4.55  0.244
182 H 6.10 6.80 6.98  0.277
183 H 2.92 -6.74 -0.23  0.285
184 H 3.18 -3.92 -4.77  0.429
185 H 0.34 -7.05 -3.03  0.419
186 H 0.10 2.66 1.24  -0.011
187 H 1.31 8.64 -1.14  0.472
188 H 0.27 -10.75 -0.66  0.334
189 H 2.81 -4.43 2.81  0.334
190 H 1.56 -3.81 -3.94  -0.214
191 H -5.22 1.12 5.63  0.338
192 H 3.74 8.61 0.73  0.255
193 H 5.33 -2.24 2.30  0.488
194 H -0.45 -6.40 1.24  0.059
195 H -0.08 2.37 -3.29  0.214
196 H 1.14 6.96 -1.44  -0.484
197 H 4.14 0.04 4.97  0.248
198 H 4.74 6.81 -1.74  0.353
199 H 5.36 5.37 3.76  0.335
200 H 1.79 -6.31 -2.78  0.564
201 H -0.47 6.89 1.61  -0.346
202 H 1.84 -2.60 -7.77  0.360
203 H -2.70 -0.59 -2.97  0.268
204 H 1.01 -3.11 0.29  0.345
205 H -1.79 -3.28 -2.67  0.038
206 H -4.39 1.17 -3.63  0.354
207 H 1.77 -0.23 8.40  0.399
208 H -5.31 4.28 2.92  0.307
209 H -1.64 2.97 -3.60  0.400
210 H 4.04 2.91 3.02  0.523
211 H -4.16 -9.28 0.43  0.324
212 H 5.51 -3.95 -0.33  0.296
213 H -0.90 0.88 -0.29  -0.806
214 H -6.59 0.15 5.53  0.359
215 H -4.24 0.00 3.61  0.262
216 H -0.47 3.12 -4.89  0.465
217 H 3.73 0.97 -2.75  0.338
218 H 4.32 5.20 6.51  0.067
219 H -3.56 -7.72 -4.81  0.461
220 H -0.67 7.95 -5.63  0.288
221 H 2.68 5.71 0.80  -0.740
222 H 3.36 -3.80 0.43  -0.223
223 H -1.13 -0.44 -6.99  0.289
224 H -2.55 -6.99 -0.27  -0.046
225 H 2.69 -8.69 -2.14  0.417
226 H -3.36 -4.32 0.74  0.268
227 H 0.26 -1.81 -5.42  0.297
228 H -4.42 -5.24 -4.30  0.335
229 H 1.77 7.87 1.47  0.412
230 H 0.07 -1.20 4.29  0.408
231 H 4.49 -4.69 3.19  0.381
232 H -1.76 -1.31 -8.44  0.305
233 H -3.90 -7.07 0.72  0.661
234 H 5.39 0.24 1.27  0.412
235 H -3.84 -7.19 -1.92  -0.863
236 H 3.41 4.56 -1.83  0.021
237 H 6.42 4.47 -2.25  0.380
238 H 2.70 2.32 -3.37  0.479